Entry 1:
{"formula": "C3H6NS", "method": "ωB97M-V/def2-TZVPD", "gap_ev": 8.9, "total_energy_ha": -570.4445, "largest_force_ev_per_a": 6.12, "de_lowest_ev": 1.999, "total_charge": 1, "symbols": ["C", "C", "C", "N", "S", "H", "H", "H", "H", "H", "H"], "positions_angstrom": [[-2.363, 0.924, -0.786], [-1.487, 0.983, 0.050], [1.654, -0.443, -0.524], [0.645, -0.786, 0.651], [3.006, 0.407, -0.259], [-2.971, 0.825, -1.635], [-0.959, 1.332, 0.972], [1.287, -0.827, -1.405], [0.556, -1.701, 0.810], [-0.359, -0.387, 0.582], [0.991, -0.326, 1.543]], "atomic_forces_ev_per_a": [[1.760, -0.183, 0.971], [-0.690, 1.157, 1.082], [1.373, 1.723, 3.216], [0.654, 6.074, 0.306], [-2.075, -1.273, -0.235], [-0.641, -0.081, -0.504], [-0.810, -0.313, -1.439], [-0.755, -0.859, -1.934], [-0.163, -4.978, 0.638], [1.347, -0.510, -0.912], [0.000, -0.756, -1.188]]}

***

Entry 2:
{"formula": "C3H6NS", "method": "ωB97M-V/def2-TZVPD", "gap_ev": 8.4, "total_energy_ha": -570.4239, "largest_force_ev_per_a": 5.61, "de_lowest_ev": 2.561, "total_charge": 1, "symbols": ["C", "C", "C", "N", "S", "H", "H", "H", "H", "H", "H"], "positions_angstrom": [[-0.377, 1.151, 0.248], [-0.001, 0.961, 1.551], [-0.438, -0.258, -0.190], [0.193, -0.644, -1.467], [0.572, -0.778, 1.281], [-0.665, 1.917, -0.341], [0.266, 1.390, 2.473], [-0.185, -1.689, 1.855], [0.412, -1.580, -1.406], [0.787, 0.041, -1.787], [-0.563, -0.511, -2.216]], "atomic_forces_ev_per_a": [[1.133, -4.501, 2.908], [0.274, -0.903, -1.403], [-0.371, 0.055, 1.138], [-4.961, 2.325, -1.196], [0.329, 1.815, -1.328], [-0.771, 2.908, -1.362], [-0.226, 0.934, 0.675], [-0.909, -0.274, 0.655], [1.392, -2.511, -0.498], [3.374, 1.115, -0.794], [0.735, -0.962, 1.204]]}

***

Entry 3:
{"formula": "C3H6NS2", "method": "ωB97M-V/def2-TZVPD", "s2": 2.008, "gap_ev": [7.3, 4.9], "total_energy_ha": -968.5177, "spin_multiplicity": 3, "largest_force_ev_per_a": 3.38, "de_lowest_ev": 3.149, "total_charge": 1, "symbols": ["C", "C", "C", "N", "S", "S", "H", "H", "H", "H", "H", "H"], "positions_angstrom": [[-1.850, 0.279, -1.054], [-1.855, -0.140, 0.051], [0.902, -0.287, 0.176], [0.931, 0.267, 1.409], [1.287, 0.674, -1.256], [0.749, -2.011, -0.024], [-1.310, 0.692, -1.858], [-2.176, -0.207, 1.059], [0.419, -0.295, 2.149], [0.879, 1.283, 1.574], [1.670, 1.856, -0.851], [0.354, -2.111, -1.374]], "atomic_forces_ev_per_a": [[1.113, 0.744, -2.257], [-1.244, -0.631, 2.886], [0.433, 1.424, -1.783], [-1.116, -0.846, 3.071], [-0.293, -2.005, -0.968], [0.026, 0.240, -0.882], [-0.511, 0.176, -1.053], [0.066, -0.495, 0.353], [0.960, 1.186, -1.029], [-0.051, -0.918, -0.525], [0.484, 0.679, 1.055], [0.132, 0.447, 1.131]]}